Density functional theory data (the ωB97M-V functional and the def2-TZVPD basis) for a 2-piece molecular cluster, C3H8S2 overall.

Values from the calculation:
Energy above the lowest of the compared OMol25 structures with the same formula, charge and spin, kJ/mol: 439.8
Molecular weight, g/mol: 108.2
LUMO energy (alpha / beta), eV: 0.5853 / 0.0294

XYZ file:
```
13
C3H8S2 the ωB97M-V functional and the def2-TZVPD basis
C -2.25567 -0.21223 -0.00448
C 1.47012 1.18954 0.07296
C -0.80948 -0.48107 -0.41593
S 2.74451 -0.02136 -0.12053
S -0.15618 -1.88276 0.37302
H -2.56805 -1.02595 0.63697
H -2.15348 0.62819 0.61300
H -2.93360 -0.03143 -0.75561
H 1.33192 1.52348 -1.02852
H 1.50279 2.03231 0.68334
H -0.62242 -0.32479 -1.44065
H 3.20047 0.19403 1.17349
H 1.24907 -1.58796 0.21295
```

=====

Density functional theory data (the ωB97M-V functional and the def2-TZVPD basis) for a 2-piece molecular cluster, C3H8S3 overall.

Values from the calculation:
Energy above the lowest of the compared OMol25 structures with the same formula, charge and spin, kJ/mol: 258.5
Molecular weight, g/mol: 140.3
LUMO energy (alpha / beta), eV: -0.6122 / -0.8554

XYZ file:
```
14
C3H8S3 the ωB97M-V functional and the def2-TZVPD basis
C -0.07881 0.89388 -1.99936
C 0.14032 1.56993 -0.65510
C -0.14011 -0.98251 1.72875
S -1.85620 -1.04967 1.09880
S 0.62539 -2.59284 1.89803
S 1.36929 0.62629 0.24997
H 1.00332 0.73401 -2.47908
H -0.51132 -0.09333 -1.93994
H -0.57238 1.54077 -2.82316
H -0.75930 1.49958 -0.06436
H 0.67260 2.52899 -0.61670
H 0.02106 -0.18037 2.44980
H -1.84136 -2.37029 0.80824
H 1.92750 -2.12444 2.34411
```

=====

Density functional theory data (the ωB97M-V functional and the def2-TZVPD basis) for C3H8Si in the gas phase.

Values from the calculation:
SMILES: C=[Si](C)C
Energy above the lowest of the compared OMol25 structures with the same formula, charge and spin, kJ/mol: 168.4
Molecular weight, g/mol: 72.2
LUMO energy, eV: -0.2242

XYZ file:
```
12
C3H8Si the ωB97M-V functional and the def2-TZVPD basis
C 1.41124 -0.09127 -1.37697
Si 0.08071 0.15100 -0.19463
C -1.60307 -0.62186 -0.40764
C 0.66560 0.61627 1.50381
H 1.61415 -1.04015 -1.77549
H 1.55489 0.83451 -1.81200
H -2.16400 0.16945 -0.92964
H -2.16343 -0.75691 0.51224
H -1.58183 -1.57777 -1.04734
H -0.25073 0.98357 1.93551
H 1.30761 1.49423 1.48573
H 1.12885 -0.16107 2.10643
```

=====

Density functional theory data (the ωB97M-V functional and the def2-TZVPD basis) for C3H8Si in the gas phase.

Values from the calculation:
SMILES: C=[Si](C)C
Energy above the lowest of the compared OMol25 structures with the same formula, charge and spin, kJ/mol: 166.0
Molecular weight, g/mol: 72.2
LUMO energy, eV: -0.9919

XYZ file:
```
12
C3H8Si the ωB97M-V functional and the def2-TZVPD basis
C -1.56091 0.38564 0.73662
Si 0.02242 0.99119 0.06014
C -0.08078 0.05192 -1.58449
C 1.21781 -0.11119 1.03034
H -1.56851 0.00559 1.73767
H -2.33183 0.05537 0.07564
H -1.11924 0.04237 -1.93285
H 0.60596 0.43779 -2.33956
H 0.28780 -0.95889 -1.39095
H 2.16675 0.12525 0.56539
H 1.26179 0.17380 2.06878
H 1.09875 -1.19884 0.97327
```

=====

Looking at largest force on an atom for the records above, in order, we have 5.14; 4.32; 4.02; 3.79 eV/Å.